Record 1
C21H18N3Na | ωB97M-V/def2-TZVPD

Each line ends with the Löwdin charge.
CARTESIAN COORDINATES (ANGSTROEM)
C 4.30 3.04 -0.99  -0.06
N 3.56 3.10 0.25  -0.21
C 4.23 3.81 1.31  -0.06
C 2.32 2.52 0.40  -0.22
C 1.96 1.86 1.60  0.01
C 0.73 1.23 1.73  0.00
C -0.25 1.33 0.72  -0.21
C -1.57 0.76 0.81  0.02
C -2.22 0.31 1.96  -0.24
C -3.53 -0.21 1.85  -0.20
N -4.60 -0.62 1.56  0.20
C -1.72 0.44 3.29  -0.18
N -1.35 0.55 4.39  0.19
C 0.10 2.04 -0.47  -0.02
C 1.37 2.56 -0.66  -0.01
H 3.79 2.38 -1.71  0.09
H 4.41 4.04 -1.44  0.09
H 5.31 2.65 -0.81  0.09
H 3.55 3.94 2.16  0.09
H 5.13 3.28 1.65  0.09
H 4.55 4.80 0.96  0.09
H 2.67 1.83 2.42  0.12
H 0.54 0.65 2.62  0.10
H -2.19 0.95 -0.09  0.10
H -0.66 2.19 -1.24  0.12
H 1.63 3.06 -1.59  0.12
C -3.17 -4.33 -0.20  -0.10
Na -3.43 -0.51 -0.85  0.65
C -2.90 -3.57 0.96  -0.14
C -1.87 -2.64 0.68  -0.16
C -1.47 -2.82 -0.68  -0.26
C -2.35 -3.82 -1.26  -0.25
C -2.29 -4.06 -2.64  -0.07
C -1.35 -3.37 -3.41  -0.15
C -0.43 -2.47 -2.83  -0.15
C -0.49 -2.19 -1.46  -0.09
H -3.91 -5.13 -0.32  0.08
H -3.39 -3.69 1.93  0.09
H -1.33 -1.98 1.36  0.07
H -2.96 -4.80 -3.09  0.10
H -1.29 -3.56 -4.48  0.08
H 0.35 -2.04 -3.45  0.08
H 0.23 -1.53 -0.97  0.09

Its highest occupied orbital energy is -0.20689 hartree. Its spin multiplicity is 1. The value obtained for the LUMO energy is -0.064 Ha. The HOMO-LUMO gap is 3.89 eV.

=====

Record 2
C21H18N3O2 | ωB97M-V/def2-TZVPD

Each line ends with the Löwdin charge.
CARTESIAN COORDINATES (ANGSTROEM)
N -4.35 -2.50 0.03  0.15
C -3.25 -2.91 0.13  -0.21
C -2.01 -3.56 0.17  -0.08
C -0.86 -3.08 0.71  -0.05
C 0.30 -3.91 0.71  -0.21
N 1.23 -4.63 0.72  0.16
H -1.98 -4.55 -0.29  0.12
H -0.78 -2.10 1.19  0.10
C 4.06 -2.22 3.07  -0.08
C 2.55 -2.20 3.03  -0.24
O 2.20 -0.96 2.39  -0.05
C 0.91 -0.57 2.40  -0.53
C 0.75 0.40 1.31  -0.14
N -0.39 0.67 0.76  0.06
C -0.58 1.26 -0.42  -0.25
C -1.79 2.04 -0.54  -0.18
C -2.34 2.37 -1.80  -0.06
C -3.48 3.15 -1.87  -0.12
C -4.09 3.62 -0.70  -0.14
C -3.57 3.27 0.56  -0.11
C -2.43 2.47 0.64  -0.04
C 0.39 1.11 -1.51  -0.17
C 0.67 2.16 -2.41  -0.05
C 1.68 2.02 -3.36  -0.11
C 2.43 0.84 -3.43  -0.13
C 2.15 -0.21 -2.55  -0.10
C 1.15 -0.07 -1.59  -0.05
O 0.03 -1.00 3.14  0.04
H 4.41 -3.21 3.36  0.07
H 4.47 -1.98 2.08  0.08
H 4.43 -1.48 3.78  0.07
H 2.18 -3.04 2.44  0.08
H 2.10 -2.22 4.03  0.12
H 1.69 0.92 1.07  0.12
H -1.83 2.03 -2.70  0.10
H -3.90 3.40 -2.85  0.09
H -4.99 4.23 -0.76  0.08
H -4.04 3.62 1.48  0.09
H -2.01 2.19 1.61  0.10
H 0.11 3.09 -2.34  0.11
H 1.89 2.84 -4.05  0.09
H 3.22 0.74 -4.18  0.08
H 2.71 -1.14 -2.59  0.09
H 0.94 -0.89 -0.89  0.10

The charge is -1. Its highest occupied orbital energy is -0.08672 hartree. Its spin multiplicity is 1. The value obtained for the LUMO energy is 0.057 Ha. As for the energy relative to the best compared isomer or geometry (same formula, charge and spin): 57.65 kcal/mol. The HOMO-LUMO gap is 3.90 eV.